Below is a 2-piece molecular cluster, C6H9N3O2S overall in a non-equilibrium geometry, with properties calculated with the ωB97M-V functional and the def2-TZVPD basis.

Geometry as XYZ:
```
21
C6H9N3O2S | the OMol25 dataset | the ωB97M-V functional and the def2-TZVPD basis
C -1.59 2.05 2.43
C -0.60 1.49 1.99
C -0.56 0.11 -1.66
C -0.28 -0.23 -0.22
C 0.72 -2.80 -0.09
C 0.64 0.74 1.78
N -1.38 0.55 -0.68
N 0.77 0.52 0.37
N 0.22 0.97 -2.47
O 0.84 0.55 -3.42
O 0.18 2.15 -2.17
S -0.84 -1.91 0.50
H -2.10 2.97 2.36
H -1.27 -1.10 -2.88
H 1.47 -2.00 0.10
H 0.38 -3.19 -1.05
H 0.91 -3.47 0.76
H 0.59 -0.19 2.35
H 1.61 1.22 2.05
H -1.39 1.44 -0.32
H 1.66 0.14 0.29
```

The value obtained for the energy above the lowest of the compared OMol25 structures with the same formula, charge and spin is 256.08 kcal per mole. The HOMO-LUMO gap comes out at 8.49 eV. The value obtained for the HOMO energy is -0.340 Ha. The LUMO energy comes out at -0.78 eV.